Record 1
Density functional theory data (ωB97M-V/def2-TZVPD) for a structure of composition C37H65Cl20N6OPS2.

Properties
Strongest force on any atom = 2.38 eV/A
Orbital gap = 7.5244 eV
Highest occupied orbital energy = -8.0 eV
Lowest unoccupied orbital energy = -0.462 eV
2S+1 = 1

Structure (XYZ):
```
132
Properties=species:S:1:pos:R:3:mulliken_charge:R:1
N -0.8391 -0.2267 3.0895 -0.308
P 0.3794 -1.1655 2.7271 0.511
C 0.0227 -1.9850 1.1277 0.709
C 0.7593 -1.8227 -0.0179 0.437
C 1.9970 -0.9458 0.0174 -2.095
C 1.6456 0.5591 0.1226 0.667
C 1.7498 1.3083 -1.2143 -0.883
C 0.3493 1.2016 -1.9019 0.333
C -0.6031 2.2610 -1.3056 -0.041
C -2.0449 1.6964 -1.3754 -1.463
C -2.3077 0.7554 -0.1749 0.997
S -4.0853 0.6401 0.1388 -0.385
C -4.5987 -0.9420 -0.4150 0.745
N -4.1030 -1.7180 -1.3266 0.011
N -4.8965 -2.8394 -1.3399 -0.637
C -5.8183 -2.6841 -0.4631 -0.065
O -5.6819 -1.4798 0.1771 -0.310
C 0.3089 -2.4826 -1.2472 0.832
C 1.0613 -2.2821 -2.5543 0.122
C 1.1159 -3.5273 -3.4800 -0.913
N 0.1024 -3.5050 -4.5504 -0.652
C -0.7901 -3.2825 -1.2354 -0.854
C -1.5418 -3.5065 -0.0486 -0.144
N -2.6125 -4.2847 0.1326 -0.681
S -3.0151 -4.1208 1.6866 0.105
N -1.8858 -3.0788 2.2152 -0.550
C -1.1358 -2.8289 1.1359 0.445
H -1.2608 -0.4932 3.9720 0.011
H 1.5201 -0.3580 2.5692 -0.063
H 0.5971 -2.1713 3.6942 0.041
H 2.6307 -1.1184 -0.8466 0.548
H 2.5851 -1.2234 0.8939 0.551
H 0.6733 0.7243 0.5917 -0.069
H 2.3955 0.9994 0.7942 0.217
H 2.4757 0.8669 -1.9039 0.254
H 2.0239 2.3504 -1.0590 0.213
H -0.0338 0.2270 -1.5866 -0.728
H 0.4261 1.2922 -2.9866 0.597
H -0.3513 2.4590 -0.2685 -0.298
H -0.5008 3.1879 -1.8609 0.557
H -2.7479 2.5317 -1.3441 0.553
H -2.1202 1.1416 -2.3136 0.337
H -1.7835 1.1372 0.7031 0.191
H -1.8913 -0.2284 -0.4044 -0.965
H -6.6181 -3.3541 -0.2038 0.436
H 0.5256 -1.4994 -3.1030 0.132
H 2.0745 -1.9153 -2.4034 0.144
H 2.0730 -3.4833 -4.0089 0.191
H 1.0891 -4.4657 -2.9301 0.394
H 0.1880 -2.6319 -5.0537 0.274
H -0.8291 -3.5668 -4.1607 0.333
H -1.1178 -3.7973 -2.1298 0.222
Cl 0.1105 2.9822 2.8727 -0.176
C 1.5467 3.9970 2.5636 -0.558
C 1.2188 5.1801 1.6868 -0.190
Cl 0.8004 4.6405 0.0412 -0.066
H 2.3078 3.3661 2.1087 0.445
H 1.9116 4.3346 3.5275 0.188
H 2.0831 5.8358 1.6109 -0.016
H 0.3836 5.7574 2.0770 0.346
Cl -0.2455 6.8005 -5.0707 -0.200
C 1.3043 6.0022 -5.4415 -0.453
C 1.3783 4.6092 -4.8721 -0.570
Cl 1.4552 4.6134 -3.0936 -0.059
H 2.1052 6.6300 -5.0585 0.297
H 1.3868 5.9581 -6.5265 0.360
H 2.2832 4.1138 -5.2258 0.261
H 0.5198 4.0111 -5.1695 0.345
Cl 4.2996 3.5737 -3.0255 -0.047
C 5.8224 2.6540 -3.1167 -0.614
C 6.2244 2.3644 -4.5400 -0.447
Cl 5.1112 1.2145 -5.3279 -0.185
H 5.6949 1.7370 -2.5457 0.299
H 6.5906 3.2568 -2.6337 0.347
H 7.2147 1.9122 -4.5591 0.335
H 6.2474 3.2720 -5.1381 0.303
Cl 1.6816 -7.2180 -3.9063 -0.191
C 3.1578 -7.0050 -4.8825 -0.580
C 4.3353 -6.5782 -4.0450 -0.104
Cl 4.1480 -4.9174 -3.4152 -0.155
H 2.9400 -6.2842 -5.6673 0.344
H 3.3726 -7.9671 -5.3452 0.375
H 5.2412 -6.5863 -4.6492 0.331
H 4.4854 -7.2430 -3.1982 -0.027
Cl -10.0171 1.2536 -0.5393 -0.203
C -8.9235 -0.0194 -1.1404 -0.177
C -8.0790 0.4311 -2.3005 -0.331
Cl -9.0328 0.7183 -3.7776 -0.196
H -9.5347 -0.8792 -1.4050 0.371
H -8.2765 -0.2996 -0.3096 0.038
H -7.3510 -0.3465 -2.5316 0.163
H -7.5449 1.3489 -2.0660 0.348
Cl -10.6608 -1.3334 2.2733 -0.185
C -10.2106 0.2901 2.8578 -0.361
C -10.0796 0.3378 4.3583 -0.450
Cl -11.6492 0.1406 5.1804 -0.190
H -10.9569 0.9926 2.4976 0.312
H -9.2558 0.5394 2.3983 0.233
H -9.6834 1.3066 4.6583 0.311
H -9.4110 -0.4377 4.7236 0.327
Cl 0.4515 5.0582 5.5931 -0.187
C 0.0968 3.5966 6.5494 -0.346
C 0.7620 3.6274 7.9006 -0.346
Cl 2.5363 3.4957 7.7783 -0.198
H 0.4106 2.7336 5.9662 0.217
H -0.9843 3.5529 6.6712 0.279
H 0.4198 2.7813 8.4943 0.276
H 0.5307 4.5437 8.4380 0.335
Cl -2.0377 0.7086 6.8630 -0.106
C -3.2351 -0.5929 6.6380 -0.664
C -2.7379 -1.9172 7.1602 -0.445
Cl -1.3948 -2.5556 6.1803 -0.143
H -3.4756 -0.6476 5.5784 0.347
H -4.1311 -0.2984 7.1823 0.371
H -3.5397 -2.6527 7.1190 0.303
H -2.3959 -1.8371 8.1890 0.335
Cl 7.7384 -8.7222 -4.7485 -0.179
C 8.4841 -8.8000 -3.1304 -0.452
C 7.5502 -9.3873 -2.1040 -0.447
Cl 6.1726 -8.3087 -1.7663 -0.175
H 8.7952 -7.7952 -2.8563 0.317
H 9.3711 -9.4253 -3.2189 0.319
H 8.0803 -9.5327 -1.1642 0.306
H 7.1540 -10.3463 -2.4279 0.315
Cl 4.2252 5.5854 3.3279 -0.083
C 5.6499 6.5955 2.9766 -0.520
C 5.2996 7.7692 2.0988 -0.541
Cl 4.8496 7.2579 0.4514 -0.149
H 6.4040 5.9627 2.5155 0.326
H 6.0342 6.9501 3.9317 0.307
H 6.1613 8.4284 2.0065 0.352
H 4.4707 8.3393 2.5110 0.321
```

Record 2
Density functional theory data (ωB97M-V/def2-TZVPD) for the molecule C5H8O.

Properties
SMILES string = C#CC[C@@H](C)O
Strongest force on any atom = 2.04 eV/A
Orbital gap = 10.4625 eV
Highest occupied orbital energy = -9.6 eV
Lowest unoccupied orbital energy = 0.820 eV
Energy relative to the best compared isomer or geometry (same formula, charge and spin) = 74.5 kcal per mole
2S+1 = 1

Structure (XYZ):
```
14
Properties=species:S:1:pos:R:3:mulliken_charge:R:1
C 0.1213 1.7494 0.7256 -1.288
C -0.0549 0.2381 0.8757 0.339
O -1.4371 -0.0309 0.8081 -0.527
C 0.6416 -0.4389 -0.3030 -0.114
C 0.2105 -1.6880 -0.9118 -0.650
C -0.1622 -2.4059 -1.8109 -0.268
H -0.2463 2.0701 -0.2567 0.361
H -0.4517 2.2778 1.4929 0.326
H 1.1733 2.0444 0.8141 0.354
H 0.3651 -0.0700 1.8463 0.230
H -1.5271 -0.9861 0.6807 0.339
H 0.0900 0.0067 -1.1688 0.222
H 1.7396 -0.3402 -0.2400 0.374
H -0.5623 -2.4623 -2.8002 0.302
```

Record 3
Density functional theory data (ωB97M-V/def2-TZVPD) for a cluster of 2 separate species, C9H13NO2 in total.

Properties
SMILES string = Cc1ccc(O)cc1.CC(N)=O
Strongest force on any atom = 2.83 eV/A
Orbital gap = 9.1553 eV
Highest occupied orbital energy = -8.5 eV
Lowest unoccupied orbital energy = 0.637 eV
Energy relative to the best compared isomer or geometry (same formula, charge and spin) = 23.7 kcal per mole
2S+1 = 1

Structure (XYZ):
```
25
Properties=species:S:1:pos:R:3:mulliken_charge:R:1
C -1.3564 2.0132 -0.8150 -0.972
C -0.5064 1.6106 -2.0343 0.667
O -1.0295 1.3123 -3.0846 -0.620
N 0.8078 1.7657 -1.7624 -0.376
H -1.5470 1.3105 -0.0044 0.146
H -2.3163 2.2733 -1.2650 0.266
H 1.4228 1.2739 -2.3990 0.242
H 1.2118 2.1456 -0.9302 0.206
H -1.0481 2.9836 -0.4224 0.403
C -2.5513 -0.5266 1.0092 -1.532
C 1.0223 -1.2079 -0.0789 -0.459
C -0.3506 -1.2004 -0.1586 -0.456
C 1.7291 -1.0579 1.1171 0.781
C -1.1202 -0.8342 1.0097 0.382
C 1.0471 -0.7730 2.2486 -0.770
C -0.3696 -0.7547 2.1689 -0.357
O 3.0639 -1.2624 0.8788 -0.514
H 1.5914 -1.4458 -0.9690 0.454
H -0.9089 -1.2013 -1.0831 0.438
H 3.5352 -1.2248 1.7210 0.314
H 1.4014 -0.7719 3.2649 0.315
H -3.1170 -1.4398 1.2610 0.398
H -2.9167 -0.3163 0.0038 0.432
H -0.7872 -0.5544 3.1898 0.265
H -2.9019 0.2134 1.7566 0.347
```